9
Properties=species:S:1:pos:R:3:forces:R:3:lowdin_charge:R:1 method="wB97M-V/def2-TZVPD" lumo_energy_ha=-0.08496 e_homo_ev=-7.26 spin_multiplicity=1 relative_energy_ev=2.5193
Cs -2.202179 5.462160 3.792854 0.07 -0.24 -0.17 0.9897
C 1.193180 -1.028688 -0.565925 -2.54 0.87 -0.46 -0.5903
F 1.201245 -2.257840 -1.158196 0.59 0.99 1.05 0.0889
F 1.859527 -0.988319 0.608827 -0.19 -0.65 -0.98 0.0982
F 1.764930 -0.151681 -1.410939 0.38 -0.56 0.29 0.0897
S -0.675886 -0.379593 -0.349835 -1.43 0.92 -0.30 0.4842
O -1.353712 -1.230746 0.623879 1.10 -0.02 -0.25 -0.3764
O -0.463607 1.000887 0.135173 0.44 -1.10 -0.29 -0.4112
O -1.323498 -0.426179 -1.675836 1.58 -0.21 1.12 -0.3728

***

5
Properties=species:S:1:pos:R:3:forces:R:3:lowdin_charge:R:1 method="wB97M-V/def2-TZVPD" lumo_energy_ha="-0.01211 / -0.19223" e_homo_ev="-9.19 / -12.60" spin_multiplicity=3 relative_energy_ev=0.1654
C -0.797537 0.671737 -0.429110 1.92 0.05 2.21 -0.4710
N -1.729030 0.971060 -1.011970 -1.57 0.34 -1.11 0.0846
F 0.405308 -1.914079 1.271564 0.08 -0.25 0.21 -0.1848
F 1.509230 -0.105796 -0.501915 1.34 -0.43 -0.48 -0.3421
P 0.612029 0.377078 0.671432 -1.77 0.29 -0.83 0.9133

***

7
Properties=species:S:1:pos:R:3:forces:R:3:lowdin_charge:R:1 method="wB97M-V/def2-TZVPD" lumo_energy_ha="0.16118 / 0.03122" e_homo_ev="-0.59 / -5.99" spin_multiplicity=3 total_charge=-1 relative_energy_ev=0.0503
C -0.287363 -1.230149 0.447354 1.81 0.88 1.50 -0.8634
O 0.011845 -2.153901 1.155554 -0.27 -0.75 0.46 0.0519
O -1.084518 -1.072210 -0.480074 -0.97 0.32 -2.32 -0.0454
O 0.443515 0.004192 0.663066 -0.34 0.02 -0.46 -0.2448
F 1.443522 1.932815 -0.503159 -0.48 -0.60 -0.88 -0.3186
F -0.876409 1.776383 -0.462783 -0.48 0.35 0.49 -0.3174
P 0.349408 0.742871 -0.819958 0.73 -0.23 1.21 0.7375

***

7
Properties=species:S:1:pos:R:3:forces:R:3:lowdin_charge:R:1 method="wB97M-V/def2-TZVPD" lumo_energy_ha=-0.02596 e_homo_ev=-12.78 spin_multiplicity=1 relative_energy_ev=1.5841 smiles="O=C(F)S(=O)(=O)F"
C -1.053955 0.111159 -0.072104 -0.81 -0.36 1.33 -0.4340
O -1.786891 0.374767 -0.945051 0.83 -0.09 0.28 0.2116
O 1.287205 0.477585 1.222510 0.27 0.26 1.13 -0.2055
O 1.281169 0.708376 -1.227663 0.23 -0.08 -0.93 -0.2011
F -1.474711 -0.263416 1.181813 0.64 0.39 -1.43 0.0787
F 0.927718 -1.533156 -0.115597 -0.09 2.36 -0.22 -0.1813
S 0.819466 0.124682 -0.043909 -1.07 -2.49 -0.16 0.7316

***

9
Properties=species:S:1:pos:R:3:forces:R:3:lowdin_charge:R:1 method="wB97M-V/def2-TZVPD" lumo_energy_ha="-0.05221 / -0.05221" e_homo_ev="-10.16 / -10.16" spin_multiplicity=1 relative_energy_ev=0.6049
C -1.237351 -0.518074 -0.445362 1.58 0.94 0.98 -0.6696
N 1.467374 0.435402 0.966891 -0.97 -0.85 -2.42 -0.4545
O 2.240079 1.324136 1.041009 0.44 0.64 0.67 0.0721
O 1.233420 -0.511760 1.639078 0.29 -0.19 0.73 0.0766
O 0.008793 2.011511 -0.664465 -0.24 0.59 -0.59 -0.4926
F -1.271319 -1.003844 0.812097 -0.20 0.98 -0.80 0.1096
F -2.179520 0.389872 -0.663369 -0.15 -0.66 0.28 0.1173
F -1.356576 -1.558702 -1.231321 0.00 -0.01 -0.82 0.1450
S 0.461874 0.661525 -0.905228 -0.74 -1.43 1.97 1.0962

***

12
Properties=species:S:1:pos:R:3:forces:R:3:lowdin_charge:R:1 method="wB97M-V/def2-TZVPD" lumo_energy_ha=-0.01253 e_homo_ev=-12.47 spin_multiplicity=1
C -0.287354 -1.483658 1.373132 0.10 0.42 0.36 -0.5766
N -0.010928 -0.977223 0.112765 0.40 -0.43 0.14 -0.0844
O -1.249732 -2.043272 1.752264 0.06 -0.03 -0.54 0.2030
O 0.715260 1.300188 -0.461376 -0.93 -1.81 0.56 -0.2593
O 2.491026 -0.163904 0.199110 0.77 -0.24 0.44 -0.1548
O -1.447898 0.313522 -1.635453 -0.11 -1.33 -1.74 -0.1648
O -1.674606 1.296528 0.572466 0.63 0.31 0.82 -0.1506
F 0.713005 -1.174590 2.209132 0.38 -0.12 0.56 0.1112
F 1.274834 -0.534875 -1.849376 0.02 0.29 1.24 -0.1004
F -0.744136 2.511313 -1.333600 -1.60 0.62 0.18 -0.1252
S 1.193795 -0.176072 -0.310939 0.78 -1.55 -1.22 0.6907
S -0.973265 1.132043 -0.628126 -0.49 3.87 -0.81 0.6112

***

7
Properties=species:S:1:pos:R:3:forces:R:3:lowdin_charge:R:1 method="wB97M-V/def2-TZVPD" lumo_energy_ha="-0.01373 / -0.03928" e_homo_ev="-6.63 / -8.47" spin_multiplicity=2
Yb -1.180692 0.865797 3.198031 0.01 -0.33 -1.27 0.9681
S -0.746180 -0.977938 0.144176 0.07 -0.19 0.21 0.8444
O -1.362906 0.225627 0.959018 0.15 0.30 1.29 -0.9762
C 0.400572 -0.207291 -0.902931 2.10 0.72 -0.13 -0.7178
F 0.155621 1.044190 -1.202548 0.45 0.07 0.68 0.1073
F 0.623752 -0.846272 -2.028767 0.57 -0.44 0.56 0.0965
F 2.109834 -0.104113 -0.166979 -3.35 -0.13 -1.34 -0.3223

***

7
Properties=species:S:1:pos:R:3:forces:R:3:lowdin_charge:R:1 method="wB97M-V/def2-TZVPD" lumo_energy_ha="0.06803 / 0.09111" e_homo_ev="-3.74 / -4.75" spin_multiplicity=1 total_charge=-1 relative_energy_ev=1.1981
C -0.409648 0.396211 0.062586 1.01 6.86 -2.89 -0.6909
N 0.017603 -0.784937 0.656814 -0.54 -5.11 -0.82 0.0949
O -0.375614 -1.809577 0.005180 1.04 3.36 1.81 0.0036
F -1.682243 0.745292 -0.094369 -2.30 -2.00 0.95 0.1227
F 0.025794 1.504551 0.770576 0.56 -1.45 0.92 0.0686
F 0.044715 0.685918 -1.174116 0.86 -1.59 -0.23 0.1115
F 2.684206 -0.340282 -0.360159 -0.63 -0.08 0.25 -0.7104

***

7
Properties=species:S:1:pos:R:3:forces:R:3:lowdin_charge:R:1 method="wB97M-V/def2-TZVPD" lumo_energy_ha=0.00150 e_homo_ev=-11.24 spin_multiplicity=1 relative_energy_ev=1.4205
C 2.589344 -1.088170 0.160058 0.47 -0.42 -0.37 -0.0847
O -0.780765 0.960134 0.611467 1.85 -0.89 0.88 -0.3669
F 3.149611 -2.222837 -0.240133 -0.52 0.65 0.39 0.0271
F 1.654641 -1.436412 0.979742 0.04 -0.22 -0.02 0.0631
F -1.695963 1.383696 -1.664184 -0.05 0.43 2.14 -0.3312
F -3.129801 0.711747 0.154937 1.26 1.29 -0.25 -0.3185
S -1.787067 1.691842 -0.001887 -3.05 -0.83 -2.77 1.0111

***

6
Properties=species:S:1:pos:R:3:forces:R:3:lowdin_charge:R:1 method="wB97M-V/def2-TZVPD" lumo_energy_ha=0.16882 e_homo_ev=-4.09 spin_multiplicity=1 total_charge=-1 relative_energy_ev=0.8776
C 0.740154 -0.029834 0.001307 -3.67 3.77 0.00 -0.4674
N -0.229076 1.200084 0.000931 4.06 -3.06 -0.01 -0.0514
N 0.030623 -1.104383 0.000986 1.18 -0.12 -0.01 -0.0461
N -1.353884 0.577733 -0.001053 -0.63 0.33 0.01 -0.2516
N -1.262330 -0.714982 -0.001023 -0.65 -0.78 0.00 -0.1919
F 2.074514 0.071380 -0.001147 -0.29 -0.13 0.01 0.0084

***

9
Properties=species:S:1:pos:R:3:forces:R:3:lowdin_charge:R:1 method="wB97M-V/def2-TZVPD" lumo_energy_ha=0.09379 e_homo_ev=-6.20 spin_multiplicity=1 total_charge=-1 relative_energy_ev=1.5869
C 0.598901 0.191383 0.022367 -0.32 0.27 0.82 -0.3130
N 1.243355 -0.374379 -0.973465 -2.25 -0.25 -0.86 -0.0726
N 1.434613 0.627077 1.003797 -2.22 -0.92 0.61 -0.0656
N 2.486800 -0.341111 -0.601960 1.61 -0.92 0.13 -0.1494
N 2.611095 0.161342 0.610782 -0.40 1.31 -0.65 -0.1334
O -2.119203 -1.393056 0.408877 0.95 1.12 -0.43 -0.3594
O -2.434364 1.002272 0.872572 1.48 -1.01 -1.44 -0.3685
F -2.109088 0.156352 -1.469601 0.56 0.14 1.42 -0.2732
S -1.712105 -0.029884 0.126628 0.59 0.26 0.40 0.7353

***

5
Properties=species:S:1:pos:R:3:forces:R:3:lowdin_charge:R:1 method="wB97M-V/def2-TZVPD" lumo_energy_ha="-0.24943 / -0.26535" e_homo_ev="-16.63 / -16.29" spin_multiplicity=6 total_charge=+1 relative_energy_ev=0.1646
O -0.349439 0.899622 0.002684 0.38 -0.74 -0.11 0.0430
C -0.928206 -0.161358 -0.007408 -4.77 1.18 0.33 -0.2733
O -1.922393 -0.772173 0.022832 3.61 0.07 -0.21 0.3349
O 1.573394 -0.877235 -0.025853 0.51 1.30 0.03 -0.2796
Fe 1.626644 0.911142 0.007743 0.26 -1.82 -0.04 1.1750

***

6
Properties=species:S:1:pos:R:3:forces:R:3:lowdin_charge:R:1 method="wB97M-V/def2-TZVPD" lumo_energy_ha="-0.55727 / -0.70646" e_homo_ev="-25.49 / -25.32" spin_multiplicity=9 total_charge=+3 relative_energy_ev=0.0000
Li 0.051770 3.484436 -3.160085 0.59 1.21 -0.77 0.8969
O -1.116179 2.339302 -2.299398 -0.07 -1.13 0.61 -0.3991
O 1.186833 -1.679936 -0.510521 0.41 0.23 0.40 -0.0281
O -0.165091 -1.651273 -0.567979 -2.17 1.48 -0.37 -0.2263
C 2.129005 -2.138991 -0.996016 1.95 -0.96 -0.41 0.4777
Gd -1.273911 0.362592 -1.214158 -0.71 -0.84 0.55 2.2790

***

16
Properties=species:S:1:pos:R:3:forces:R:3:lowdin_charge:R:1 method="wB97M-V/def2-TZVPD" lumo_energy_ha=0.02874 e_homo_ev=-9.34 spin_multiplicity=1 relative_energy_ev=0.9747 smiles="[H]/N=C/N.O.O.O"
N 0.014767 1.705173 -0.305221 1.14 -0.29 -0.17 0.1032
C 0.356065 0.644348 -1.109008 -2.89 -0.87 -1.91 -0.3361
N -0.514572 0.014013 -1.879140 -0.81 4.85 3.58 0.0516
H 0.595312 1.913637 0.513347 -0.29 -0.02 -0.79 0.0779
H -0.847730 2.220506 -0.407517 0.02 -0.59 -0.08 0.1020
H 1.372929 0.316710 -1.202081 0.75 0.13 0.89 0.1150
H -0.235429 -0.821450 -2.215598 1.90 -2.94 -1.79 -0.0122
H -0.301297 -1.365706 0.186180 -0.75 0.06 0.05 -0.0204
H 0.343460 -2.373849 1.164052 0.00 0.62 -0.41 0.0656
O 0.526035 -1.599215 0.601445 0.82 -0.77 0.54 -0.0631
H -2.142754 -0.424784 -0.608488 0.45 0.86 -1.61 -0.0227
H -3.126557 -0.571959 0.515155 -2.19 0.75 0.87 0.0072
O -2.310937 -0.860481 0.206035 1.78 -1.60 0.60 -0.0266
H 2.500882 0.153419 2.113617 -0.28 0.91 -0.13 0.0600
H 1.710196 0.218406 0.869651 0.04 0.45 0.63 -0.0082
O 2.059631 0.831229 1.557578 0.33 -1.56 -0.27 -0.0932

***

15
Properties=species:S:1:pos:R:3:forces:R:3:lowdin_charge:R:1 method="wB97M-V/def2-TZVPD" lumo_energy_ha="0.02874 / -0.06713" e_homo_ev="-6.31 / -9.49" spin_multiplicity=3
C 1.623838 -0.771982 -0.451226 1.79 1.56 -0.11 -0.2741
N -2.080701 1.695388 1.776105 3.15 -3.24 -1.30 -0.1257
N -1.589554 0.219238 -0.831594 0.29 0.17 2.39 -0.1512
Si 3.264121 -1.347353 -1.035879 -0.04 -2.61 -0.63 0.6113
Si -1.371581 0.181376 0.964510 -2.70 2.50 -1.11 0.5239
H 1.645456 0.308973 -0.489131 -0.76 0.24 0.15 -0.0112
H 0.744070 -1.249871 -0.711507 -1.54 -0.97 -0.12 -0.0545
H -2.030845 2.434417 1.128966 -0.71 1.38 -0.25 -0.0284
H -2.904564 1.454946 2.248482 -1.48 0.41 0.29 -0.0314
H -2.089077 1.103065 -1.001416 0.89 -0.74 -1.05 0.0102
H -0.758697 -0.102350 -1.341106 -0.91 1.21 -0.28 -0.0187
H 4.498669 -0.746097 -0.796758 1.13 1.09 0.51 -0.1715
H 3.386552 -2.424509 -2.063546 -0.32 0.51 0.06 -0.1319
H -2.330259 -0.797903 1.350425 -0.20 -1.12 0.88 -0.0653
H -0.007433 0.042669 1.253674 1.38 -0.40 0.57 -0.0814

***

16
Properties=species:S:1:pos:R:3:forces:R:3:lowdin_charge:R:1 method="wB97M-V/def2-TZVPD" lumo_energy_ha=-0.11126 e_homo_ev=-15.27 spin_multiplicity=1 total_charge=+1 relative_energy_ev=0.6682
N -1.375308 0.953758 0.156331 -0.28 0.50 -0.53 0.2261
C -1.654056 -0.329593 0.109459 -0.10 -0.78 0.94 -0.4538
N -0.691599 -1.254424 0.409450 0.21 0.68 0.16 0.1760
N -2.906767 -0.793012 -0.019987 1.06 0.72 -0.55 0.2062
H -0.418283 1.277903 0.304401 -0.03 -0.38 -0.39 0.0973
H -2.079380 1.627446 -0.120292 0.11 -0.04 0.43 0.1445
H -0.406630 -1.894757 -0.321859 -0.48 -0.19 0.13 0.1338
H 0.106807 -0.806114 0.844109 0.29 -0.09 -0.11 0.0845
H -3.620017 -0.124165 -0.259106 -0.39 -0.36 0.18 0.1286
H -3.083526 -1.620691 0.523973 -0.43 -0.17 -0.32 0.1363
H 2.259842 0.506776 0.405436 -0.02 -0.03 -0.24 0.0281
H 1.672743 1.701962 1.136616 -0.06 -0.19 0.08 0.0786
O 1.411082 0.864131 0.728483 0.21 0.35 0.21 -0.0674
H 4.392305 0.010075 -1.291318 -0.05 0.00 -0.02 0.0678
H 2.891670 -0.076767 -1.674184 0.24 0.01 -0.23 0.0545
O 3.501118 -0.042522 -0.931513 -0.28 -0.02 0.25 -0.0414

***

18
Properties=species:S:1:pos:R:3:forces:R:3:lowdin_charge:R:1 method="wB97M-V/def2-TZVPD" lumo_energy_ha=-0.16748 e_homo_ev=-11.52 spin_multiplicity=1 total_charge=+1 relative_energy_ev=0.4418
C 1.782747 -0.237163 -0.740217 1.84 0.30 0.10 -0.0327
N -1.086774 1.349810 -0.802130 -1.98 1.90 -2.59 0.1422
N 1.438348 0.405936 1.332157 -0.84 0.55 1.00 0.0167
N 0.434259 -4.183465 0.540604 -0.11 0.24 -0.89 -0.0318
N -2.951302 2.597876 -0.571248 1.90 -0.15 0.78 0.1636
N 0.912621 0.058950 0.147406 1.92 -0.87 -0.63 -0.2008
N 0.789203 -3.230448 1.226904 -0.57 0.93 0.10 -0.0515
N -1.794649 2.216881 -0.184545 0.75 -1.50 0.67 -0.0173
H 2.923672 -0.148386 -0.613749 -1.73 -0.18 0.36 0.1191
H -1.277098 1.128330 -1.835713 -0.01 0.11 1.85 0.1831
H 0.690004 0.549929 2.048321 1.89 0.32 -0.73 0.1317
H 2.394536 0.797816 1.246546 -1.18 -0.20 1.13 0.1214
H -0.521782 -4.477104 0.832264 0.68 -0.14 0.53 0.0542
H 1.525987 -0.581309 -1.703201 -0.80 -0.15 -0.93 0.0573
H -3.410936 3.163657 0.115297 -0.43 0.40 -0.09 0.1450
H -3.323358 2.357912 -1.449796 -0.85 -0.34 -1.28 0.1279
H -0.164247 1.006238 -0.408327 -0.46 -0.21 0.34 0.0407
H 1.638770 -2.775460 0.819429 -0.01 -0.99 0.27 0.0312

***

14
Properties=species:S:1:pos:R:3:forces:R:3:lowdin_charge:R:1 method="wB97M-V/def2-TZVPD" lumo_energy_ha="0.02477 / 0.01613" e_homo_ev="-3.04 / -11.48" spin_multiplicity=2 relative_energy_ev=1.5184
C -0.960182 0.906435 1.072638 -1.55 2.22 -0.80 -0.2283
N -0.533725 -0.054771 0.027870 1.59 -1.93 -1.74 -0.0414
H -1.226260 1.856911 0.465111 -0.38 -1.54 1.25 0.0959
H -1.761127 0.434025 1.692595 0.30 0.62 -0.90 0.0596
H -0.251629 1.303685 1.790755 0.84 -0.75 -0.34 0.0511
H -1.164323 -0.934098 -0.017068 0.63 0.89 0.44 0.0729
H 0.458521 -0.418927 0.203357 -1.20 0.20 -0.05 0.0861
H -0.463107 0.263849 -1.030381 -0.25 0.25 2.27 0.1034
H 0.974258 -2.232638 1.481548 -0.82 1.33 3.33 -0.0754
H 1.329932 -3.471812 0.766984 -0.47 3.25 -1.09 0.1096
O 1.153410 -2.428373 0.609070 1.33 -4.62 -2.21 -0.1908
H 1.607599 1.523264 -2.160162 -3.32 -0.50 0.65 0.1234
H 0.288667 1.816567 -2.837116 -1.65 1.79 -3.71 -0.0380
O 0.547960 1.435877 -2.065199 4.96 -1.21 2.91 -0.1281

***

16
Properties=species:S:1:pos:R:3:forces:R:3:lowdin_charge:R:1 method="wB97M-V/def2-TZVPD" lumo_energy_ha=0.14098 e_homo_ev=-3.92 spin_multiplicity=1 total_charge=-1 relative_energy_ev=1.5559
N 1.803953 -0.951423 2.620902 0.18 2.84 -1.02 -0.0350
C 1.577349 -0.854006 1.091036 -1.39 -1.01 -0.70 -0.4932
O 0.546453 -0.042673 0.714430 0.85 -0.81 0.32 -0.3298
H 1.605458 -1.887908 2.750959 -0.66 -2.01 1.15 -0.0308
H 1.164645 -0.336869 3.220486 0.97 -1.24 -1.84 0.0732
H 1.362280 -1.942313 0.752444 -0.16 0.49 0.81 0.0753
H 2.512769 -0.781741 0.470988 0.09 1.15 1.03 0.0765
H -0.595849 1.360804 -1.668621 0.80 -0.14 1.13 0.0439
H 0.084560 0.974329 -0.317629 0.30 -0.24 0.85 -0.0286
O -0.406754 1.717502 -0.765897 0.04 0.13 -2.11 -0.1218
H -1.694374 2.357518 -1.428669 -1.06 0.27 0.42 -0.0362
H -2.856327 2.144004 -2.469883 -0.12 -0.67 -0.80 -0.0076
O -2.606992 2.623108 -1.700355 0.03 1.05 0.55 -0.0951
H -0.562759 -1.012092 -0.447863 -0.01 0.12 -0.02 -0.0086
H -0.727309 -2.050392 -1.680550 -1.14 2.07 1.66 0.0624
O -1.207103 -1.317848 -1.141778 1.30 -2.01 -1.44 -0.1444

***

16
Properties=species:S:1:pos:R:3:forces:R:3:lowdin_charge:R:1 method="wB97M-V/def2-TZVPD" lumo_energy_ha="0.01992 / -0.11494" e_homo_ev="-10.77 / -10.64" spin_multiplicity=2 relative_energy_ev=0.0000
N 0.157852 -2.115620 0.165623 0.67 0.29 -0.13 0.0643
C -0.703900 -1.243824 -0.604569 0.19 -1.33 0.26 -0.4051
O -0.376279 0.044154 -0.629096 -0.30 -0.08 -0.46 -0.0227
H 0.676191 -1.552530 0.833795 -0.33 0.05 0.37 0.0826
H 0.915757 -2.502558 -0.390988 -0.26 -0.19 -0.24 0.0796
H -1.747705 -1.432391 -0.277313 -0.07 0.42 0.12 0.1455
H -0.778192 -1.669082 -1.628891 0.11 0.41 -0.19 0.1700
H -1.317633 1.189875 2.002643 -0.18 0.13 0.00 0.0269
H -1.819362 0.340362 0.873251 -0.24 0.23 0.15 -0.0197
O -2.079928 0.651618 1.748618 0.30 -0.14 -0.05 -0.0559
H -0.093468 1.868322 -0.179516 0.01 0.33 0.31 -0.0059
H 0.042853 3.382129 0.051494 -0.04 0.01 0.07 0.0427
O 0.071387 2.535368 0.506526 0.05 -0.13 -0.26 -0.0588
H 1.568310 0.093762 -0.706057 0.15 0.10 0.09 -0.0177
H 2.978064 0.551500 -1.117789 0.01 0.03 0.04 0.0386
O 2.506056 -0.141088 -0.647736 -0.07 -0.13 -0.09 -0.0643